Here is a cluster of 27 separate species, C86H129N26O23 in total in a non-equilibrium geometry from the OMol25 dataset. Energies are from the ωB97M-V functional and the def2-TZVPD basis.

Each line ends with the Löwdin charge.
CARTESIAN COORDINATES (ANGSTROEM)
C (3.925, -1.011, 0.335)  -0.0940
C (2.682, -0.704, -0.431)  -0.2191
C (1.560, -0.186, 0.500)  -0.0466
N (0.162, 0.207, -0.162)  -0.1899
C (-0.921, 0.303, 0.893)  -0.0709
C (-2.209, 0.816, 0.271)  -0.1525
C (-2.703, -0.147, -0.788)  -0.1619
C (-1.644, -0.337, -1.922)  -0.1553
C (-0.251, -0.599, -1.402)  -0.1114
C (0.423, 1.578, -0.796)  -0.0073
H (3.665, -1.639, 1.186)  0.0460
H (4.353, -0.065, 0.667)  0.0852
H (4.590, -1.682, -0.209)  0.0621
H (2.431, -1.610, -0.982)  0.0871
H (3.044, 0.012, -1.169)  0.1071
H (1.880, 0.714, 1.025)  0.0992
H (1.318, -0.879, 1.306)  0.1169
H (-0.970, -0.760, 1.126)  0.1033
H (-0.502, 0.859, 1.732)  0.1306
H (-3.056, 0.819, 0.958)  0.1205
H (-2.186, 1.808, -0.180)  0.1109
H (-2.739, -1.141, -0.342)  0.0931
H (-3.632, 0.134, -1.284)  0.1119
H (-1.905, -1.172, -2.571)  0.1016
H (-1.785, 0.435, -2.678)  0.0995
H (-0.268, -1.596, -0.963)  0.1065
H (0.408, -0.545, -2.268)  0.1241
H (1.072, 1.386, -1.651)  0.0807
H (0.761, 2.280, -0.034)  0.0828
H (-0.504, 1.939, -1.240)  0.0888
C (2.188, -1.354, -5.502)  -0.7794
O (2.651, -1.027, -6.598)  0.0117
N (1.102, -1.941, -5.267)  0.1881
N (2.799, -1.183, -4.325)  0.1546
H (0.778, -2.086, -4.321)  0.1057
H (0.539, -2.059, -6.096)  0.1093
H (3.708, -0.757, -4.216)  0.0797
H (2.478, -1.843, -3.631)  0.0738
C (3.198, 2.857, 2.304)  -0.7864
O (2.048, 2.576, 2.402)  0.0327
N (3.886, 3.047, 1.178)  0.2130
N (3.966, 2.860, 3.324)  0.1997
H (4.868, 3.280, 1.169)  0.0693
H (3.431, 3.179, 0.286)  0.0538
H (3.526, 2.455, 4.138)  0.1190
H (4.947, 3.053, 3.185)  0.1025
C (7.748, 1.664, -1.943)  -0.8195
O (6.967, 2.056, -1.137)  0.0631
N (8.932, 2.102, -2.060)  0.1888
N (7.537, 0.774, -2.851)  0.1892
H (9.216, 2.873, -1.472)  0.1303
H (9.586, 1.624, -2.663)  0.1274
H (8.222, 0.674, -3.587)  0.1252
H (6.598, 0.405, -2.887)  0.0818
C (7.994, 0.383, 3.876)  -0.7939
O (8.799, -0.371, 3.402)  0.0395
N (6.719, 0.223, 3.871)  0.1754
N (8.319, 1.479, 4.552)  0.1767
H (6.219, 0.742, 4.579)  0.1078
H (6.390, -0.686, 3.577)  0.0415
H (7.591, 2.093, 4.889)  0.1060
H (9.304, 1.693, 4.617)  0.1132
C (-7.814, -1.643, 2.326)  -0.8439
O (-8.651, -1.656, 3.242)  -0.0021
N (-6.528, -1.562, 2.517)  0.1544
N (-8.086, -2.021, 1.184)  0.1913
H (-6.258, -1.258, 3.441)  0.0709
H (-5.843, -1.771, 1.805)  0.0128
H (-7.314, -1.782, 0.578)  0.0866
H (-9.016, -2.342, 0.956)  0.1446
C (-0.542, -3.960, 1.546)  -0.7006
O (0.199, -3.318, 0.741)  -0.0024
N (-1.345, -3.452, 2.411)  0.1916
N (-0.485, -5.212, 1.848)  0.1853
H (-1.379, -2.449, 2.303)  0.1166
H (-1.868, -4.003, 3.076)  0.1087
H (0.413, -5.632, 1.656)  0.1166
H (-1.106, -5.537, 2.576)  0.1236
C (0.527, 5.628, -3.779)  -0.8035
O (0.993, 6.537, -3.092)  -0.0063
N (-0.161, 4.681, -3.272)  0.1970
N (0.863, 5.506, -5.043)  0.1688
H (-0.410, 3.886, -3.843)  0.0728
H (-0.198, 4.659, -2.263)  0.0951
H (0.602, 4.648, -5.509)  0.0538
H (1.311, 6.301, -5.475)  0.1177
C (2.202, -3.397, 4.692)  -0.0104
C (1.416, -2.759, 5.631)  -0.0313
C (1.521, -1.413, 5.714)  -0.2831
C (2.456, -0.675, 4.955)  0.0202
C (3.229, -1.333, 3.953)  0.0054
C (3.083, -2.715, 3.889)  -0.3566
O (3.840, -3.475, 3.100)  0.0372
O (0.626, -0.754, 6.624)  -0.0141
H (2.002, -4.456, 4.629)  0.1211
H (0.703, -3.411, 6.113)  0.1180
H (2.461, 0.398, 5.080)  0.0987
H (3.992, -0.903, 3.321)  0.0872
H (4.526, -3.077, 2.559)  0.0316
H (0.973, 0.087, 6.931)  0.0957
C (-1.873, -3.912, -4.842)  0.0213
C (-2.691, -3.805, -3.628)  0.0154
C (-3.817, -2.996, -3.640)  -0.3702
C (-4.035, -2.176, -4.753)  -0.0244
C (-3.205, -2.141, -5.829)  -0.0234
C (-2.192, -3.099, -5.930)  -0.3595
O (-1.410, -3.047, -7.015)  0.0326
O (-4.567, -3.075, -2.557)  0.0222
H (-0.980, -4.518, -4.901)  0.0924
H (-2.419, -4.387, -2.760)  0.0939
H (-4.976, -1.648, -4.806)  0.1035
H (-3.381, -1.470, -6.657)  0.1156
H (-1.635, -2.462, -7.743)  0.1113
H (-5.413, -2.627, -2.634)  0.0357
C (-1.478, 2.048, 5.944)  0.0064
C (-2.283, 3.020, 6.521)  -0.0432
C (-3.568, 3.171, 6.150)  -0.3220
C (-4.129, 2.268, 5.195)  0.0169
C (-3.416, 1.181, 4.664)  -0.0219
C (-2.097, 1.072, 5.089)  -0.2959
O (-1.264, 0.046, 4.659)  -0.0164
O (-4.394, 4.115, 6.718)  0.0428
H (-0.444, 1.825, 6.164)  0.0980
H (-1.902, 3.691, 7.277)  0.1182
H (-5.146, 2.370, 4.844)  0.1091
H (-3.747, 0.465, 3.927)  0.0965
H (-0.705, -0.343, 5.335)  0.0349
H (-3.850, 4.852, 7.007)  0.0980
C (9.342, 4.510, 3.564)  -0.0057
C (8.158, 4.318, 2.788)  -0.0128
C (8.066, 3.375, 1.769)  -0.3046
C (9.172, 2.551, 1.464)  -0.0056
C (10.375, 2.939, 2.087)  -0.0133
C (10.449, 3.831, 3.161)  -0.3694
O (11.623, 4.158, 3.741)  0.0562
O (6.815, 3.049, 1.298)  -0.0168
H (9.331, 5.251, 4.350)  0.1209
H (7.294, 4.928, 3.008)  0.0771
H (9.182, 1.819, 0.670)  0.1020
H (11.261, 2.488, 1.664)  0.1128
H (12.422, 3.670, 3.530)  0.1135
H (6.842, 2.504, 0.508)  0.0326
C (-9.625, 3.503, 0.993)  -0.0101
C (-8.909, 4.652, 1.377)  0.0189
C (-7.552, 4.426, 1.585)  -0.3961
C (-6.985, 3.214, 1.636)  -0.0204
C (-7.784, 2.132, 1.302)  -0.0263
C (-9.089, 2.232, 0.985)  -0.3031
O (-9.751, 1.112, 0.404)  0.0197
O (-6.661, 5.367, 1.917)  0.0336
H (-10.566, 3.697, 0.501)  0.1166
H (-9.273, 5.669, 1.361)  0.1165
H (-5.976, 3.061, 1.989)  0.1233
H (-7.325, 1.156, 1.253)  0.1129
H (-10.173, 1.449, -0.389)  0.0894
H (-6.923, 6.244, 2.208)  0.1202
C (1.133, -6.803, -3.795)  -0.0161
C (1.331, -5.503, -3.426)  -0.0397
C (1.079, -5.024, -2.102)  -0.2801
C (0.863, -6.040, -1.114)  -0.0446
C (0.770, -7.361, -1.421)  -0.0268
C (0.840, -7.723, -2.747)  -0.3852
O (0.971, -8.946, -3.104)  0.0980
O (1.365, -3.716, -1.790)  -0.0004
H (1.208, -7.179, -4.805)  0.1214
H (1.631, -4.858, -4.239)  0.1077
H (1.134, -5.715, -0.121)  0.0884
H (0.507, -8.101, -0.680)  0.1283
H (1.122, -9.048, -4.047)  0.1190
H (0.952, -3.563, -0.937)  0.0255
C (-2.153, 4.507, 1.607)  -0.0309
C (-2.552, 5.479, 0.690)  -0.0098
C (-1.617, 6.197, -0.080)  -0.3672
C (-0.234, 5.950, 0.043)  -0.0246
C (0.213, 5.115, 1.097)  -0.0158
C (-0.794, 4.337, 1.805)  -0.2793
O (-0.465, 3.350, 2.746)  -0.0084
O (-2.086, 7.144, -0.868)  0.0520
H (-2.831, 3.968, 2.252)  0.1126
H (-3.621, 5.598, 0.598)  0.0894
H (0.441, 6.550, -0.549)  0.0997
H (1.246, 4.800, 1.080)  0.0517
H (0.466, 3.128, 2.669)  0.0138
H (-1.488, 7.857, -1.103)  0.1183
C (-7.282, -5.255, 0.167)  -0.0107
C (-7.386, -4.481, -1.025)  -0.0055
C (-8.325, -4.927, -1.951)  -0.3330
C (-9.095, -6.074, -1.690)  0.0017
C (-8.900, -6.856, -0.552)  -0.0195
C (-7.904, -6.480, 0.303)  -0.3261
O (-7.672, -7.202, 1.459)  0.0342
O (-8.457, -4.125, -3.038)  0.0303
H (-6.482, -5.007, 0.848)  0.0935
H (-6.722, -3.655, -1.231)  0.0733
H (-9.791, -6.267, -2.493)  0.1163
H (-9.520, -7.733, -0.440)  0.1182
H (-8.288, -7.911, 1.658)  0.1016
H (-7.643, -4.013, -3.534)  0.1000
C (7.392, -3.015, -1.142)  -0.0618
C (6.522, -2.344, -2.140)  -0.2238
N (5.871, -1.795, -2.961)  0.1420
H (8.270, -3.289, -1.727)  0.0865
H (7.073, -4.002, -0.806)  0.0825
H (7.832, -2.344, -0.404)  0.0701
C (-2.263, -3.002, 5.613)  -0.0870
C (-3.574, -2.398, 5.406)  -0.2287
N (-4.651, -1.952, 5.192)  0.1689
H (-1.504, -3.038, 4.832)  0.0448
H (-2.499, -4.023, 5.910)  0.0866
H (-1.845, -2.711, 6.576)  0.0889
C (5.166, 6.787, 3.312)  -0.0677
C (3.815, 6.422, 2.799)  -0.2070
N (2.729, 6.110, 2.407)  0.1695
H (4.893, 7.645, 3.925)  0.0805
H (5.815, 7.264, 2.577)  0.0849
H (5.697, 6.029, 3.888)  0.0608
C (-0.735, 1.821, -8.187)  -0.0709
C (-0.157, 2.069, -6.873)  -0.2120
N (0.243, 2.275, -5.718)  0.1346
H (-0.205, 2.547, -8.804)  0.0884
H (-1.778, 2.084, -8.359)  0.0772
H (-0.343, 0.910, -8.640)  0.0916
C (-3.198, 4.081, -6.595)  -0.0508
C (-3.206, 3.016, -5.513)  -0.2510
N (-3.255, 2.148, -4.739)  0.1260
H (-2.455, 3.976, -7.386)  0.0546
H (-2.876, 4.983, -6.073)  0.0749
H (-4.199, 4.339, -6.938)  0.0840
C (8.717, -3.640, 1.885)  -0.0468
C (7.469, -2.956, 2.318)  -0.1761
N (6.475, -2.415, 2.588)  0.1712
H (9.321, -4.066, 2.686)  0.0906
H (9.368, -2.842, 1.527)  0.0884
H (8.564, -4.514, 1.252)  0.0841
C (-5.867, 5.696, -1.184)  -0.0541
C (-6.786, 5.252, -2.299)  -0.2338
N (-7.487, 4.931, -3.180)  0.1208
H (-4.839, 5.786, -1.537)  0.0693
H (-5.849, 4.893, -0.447)  0.0488
H (-6.148, 6.636, -0.709)  0.0875
C (-6.915, 1.881, -2.508)  -0.0634
C (-6.601, 0.452, -2.620)  -0.2151
N (-6.466, -0.701, -2.661)  0.1684
H (-7.513, 2.037, -1.610)  0.0692
H (-7.462, 2.206, -3.393)  0.0788
H (-6.008, 2.436, -2.267)  0.0724
C (4.466, 3.783, -3.405)  -0.0433
C (3.399, 3.603, -2.441)  -0.1987
N (2.534, 3.490, -1.677)  0.1784
H (4.293, 3.304, -4.369)  0.0917
H (5.359, 3.310, -2.995)  0.0585
H (4.892, 4.779, -3.524)  0.0949
C (-3.803, -4.802, 0.164)  -0.0312
C (-4.467, -3.533, 0.301)  -0.2674
N (-5.060, -2.589, 0.399)  0.1977
H (-2.976, -4.637, -0.526)  0.0734
H (-4.488, -5.457, -0.374)  0.0924
H (-3.572, -5.274, 1.119)  0.0871
C (4.204, -6.642, -1.488)  -0.0699
C (4.641, -7.822, -0.726)  -0.2493
N (4.917, -8.757, -0.064)  0.1190
H (4.970, -6.279, -2.173)  0.0790
H (3.920, -5.793, -0.866)  0.0790
H (3.351, -6.856, -2.131)  0.0532

As for the HOMO energy: -0.3172 hartree. Its largest force on an atom is 8.65 eV/Å. The net charge is +1. Its HOMO-LUMO gap is 6.9 eV.